# C7H7NO2S

A single C7H7NO2S molecule at a distorted geometry (the ωB97M-V functional and the def2-TZVPD basis, the OMol25 dataset).

Positions of all 18 atoms, in Å:
C -1.152 -1.624 0.258
C 0.202 -1.516 0.062
C -2.111 -0.610 0.156
C -1.980 0.667 -0.404
C 0.971 -0.332 0.282
C 0.453 1.104 -0.087
C -0.843 1.379 -0.679
N 0.480 0.591 1.261
O 3.023 -0.339 -1.427
O 3.229 0.893 0.704
S 2.911 -0.375 0.032
H -1.550 -2.627 0.363
H 0.772 -2.400 -0.193
H -3.130 -0.929 0.340
H -2.909 1.124 -0.729
H 1.262 1.765 -0.395
H -0.883 2.238 -1.331
H 1.256 0.993 1.787

Computed properties:
Orbital gap (alpha / beta) (eV): 5.42 / 5.41
Relative energy (zero: lowest compared OMol25 entry of this formula, charge and spin) (kcal/mol): 64.2
LUMO (alpha / beta) (eV): -2.309 / -2.312
HOMO energy (alpha / beta) (eV): -7.729 / -7.725